Entry 1:
10
Properties=species:S:1:pos:R:3:forces:R:3 method="wB97M-V/def2-TZVPD" e_homo_ev=-9.1 lumo_ha=-0.0148
C -0.3518 -0.0915 -1.0720 -2.299 3.241 -0.465
C 0.3530 0.7159 -0.3316 3.821 -1.909 1.372
C 1.9608 -0.2995 0.5421 -2.924 2.927 -0.764
O 1.8349 -0.1432 1.8899 0.963 -1.963 -0.079
I 0.6004 2.7340 -0.0393 -0.591 -0.156 -0.022
I 3.7016 0.7851 -0.1126 0.158 -0.344 -0.137
I 1.9224 -2.3061 -0.2272 0.324 0.294 0.698
H -1.2512 0.2859 -1.6170 0.852 -0.484 0.326
H -0.1304 -1.0934 -1.0523 0.221 -2.202 -0.231
H 1.2724 0.5275 2.2692 -0.526 0.596 -0.698

=====

Entry 2:
10
Properties=species:S:1:pos:R:3:forces:R:3 method="wB97M-V/def2-TZVPD" smiles="N=C=NI.C=C=O" e_homo_ev=-9.2 lumo_ha=-0.0221
C -1.4492 -1.3390 -0.5412 0.935 0.376 -0.340
C 0.9111 1.0702 0.1323 0.167 2.350 -1.923
C 1.6028 0.9322 1.2540 0.013 -0.297 -0.446
N -0.4119 -1.9495 -0.3025 -1.069 1.019 0.768
N -2.4905 -0.7121 -0.6175 0.025 -0.882 0.110
O 0.4346 1.4743 -0.8909 0.963 -1.884 3.032
I -2.8433 1.0663 -1.4684 0.015 0.000 0.050
H 1.9476 1.8088 1.7986 -0.541 0.138 -0.368
H 2.0914 0.0295 1.5830 -0.485 -0.359 -0.249
H 0.2074 -2.3807 -0.9473 -0.023 -0.461 -0.634

=====

Entry 3:
11
Properties=species:S:1:pos:R:3:forces:R:3 method="wB97M-V/def2-TZVPD" multiplicity=2 e_homo_ev="-5.2 / -8.0" lumo_ha="-0.0381 / -0.0384"
H -0.7779 2.8398 -1.1036 -0.267 -0.231 0.553
C 1.4388 0.4590 1.1920 0.450 -1.480 -0.432
C 0.9759 -0.5026 0.3657 0.700 0.037 0.816
O -0.3406 -0.3243 -0.0856 -0.211 0.821 0.119
C -0.9102 -1.2545 -0.9094 -0.300 -0.576 -0.547
O -2.0460 -0.9088 -1.2862 0.081 -0.188 0.050
O 0.7612 1.5391 1.5009 -1.226 0.593 -0.121
Li -1.8328 -2.6114 -2.0971 0.188 0.613 0.387
H 2.4136 0.2900 1.6756 -0.290 0.252 -0.323
H 1.4676 -1.4347 0.0991 -0.214 0.351 0.053
Lu -1.1496 1.9084 0.6486 1.088 -0.192 -0.555

=====

Entry 4:
11
Properties=species:S:1:pos:R:3:forces:R:3 method="wB97M-V/def2-TZVPD" multiplicity=2 e_homo_ev="-4.1 / -5.3" lumo_ha="-0.0719 / -0.0719"
O -1.8701 -0.4205 -1.2702 -0.072 -0.017 0.211
C -0.6850 -0.7590 -1.6812 0.575 0.412 0.812
C 0.3692 -1.0934 -0.7131 -0.050 -0.235 0.252
H -0.4314 -0.6631 -2.7500 -0.023 0.073 0.344
H 1.2903 -1.4316 -1.1996 -0.167 0.225 0.289
H 0.0044 -1.8274 0.0250 0.216 0.390 -0.030
Li -1.9540 0.1964 0.4731 0.375 -0.149 -0.393
O 0.9807 0.1127 0.3288 0.076 -1.275 -1.392
C 0.0288 0.6877 1.0656 -0.764 1.120 -0.716
O 0.0953 1.9456 1.0582 0.103 -0.278 1.169
Rb 2.1718 3.2527 4.6634 -0.269 -0.266 -0.546

=====

Entry 5:
12
Properties=species:S:1:pos:R:3:forces:R:3 method="wB97M-V/def2-TZVPD" charge=+2 multiplicity=2 e_homo_ev="-18.0 / -18.1" lumo_ha="-0.3712 / -0.3743"
C -0.2556 1.2117 1.1989 -0.763 -0.373 1.270
C 0.7522 0.1560 0.8465 0.336 0.630 0.760
O 0.2412 -0.8271 -0.0183 -0.808 0.194 1.091
C 0.1667 -0.5587 -1.3812 -2.079 -3.643 -3.009
O -0.8509 -0.1359 -1.9402 -0.393 2.814 1.591
O 0.8564 -1.4046 -1.9688 1.612 -1.968 0.225
O -1.3679 1.2740 0.7190 0.529 0.223 -0.509
H 0.0190 1.8307 2.0750 0.055 0.192 -0.413
H 1.0279 -0.3947 1.7559 0.240 0.562 -0.061
H 1.6197 0.6759 0.4056 0.078 -0.436 0.206
Sc -0.3297 -3.0478 -0.5417 1.441 1.727 -1.083
Li -1.8790 1.2205 -1.1508 -0.248 0.078 -0.070

=====

Entry 6:
12
Properties=species:S:1:pos:R:3:forces:R:3 method="wB97M-V/def2-TZVPD" charge=+1 multiplicity=7 e_homo_ev="-13.0 / -10.3" lumo_ha="-0.1583 / -0.1527"
C -0.3000 1.0770 0.1633 -1.696 2.027 -1.664
O -0.8142 2.1836 0.1121 0.515 -1.435 0.459
O 0.9232 0.7870 0.3022 2.532 -1.601 -0.172
C -1.2150 -0.1556 -0.1645 -0.547 0.725 1.506
O -0.7930 -1.2995 -0.2039 0.630 -1.135 -0.232
O -2.4799 0.1383 -0.1564 0.414 0.242 -0.096
C -3.4211 -0.9377 -0.0495 -0.314 -0.448 -0.289
H -3.2572 -1.4793 0.8892 -0.038 0.158 -0.201
H -4.4078 -0.4698 -0.0606 0.286 -0.119 0.014
H -3.3070 -1.6219 -0.8983 -0.095 0.159 0.219
Tb 2.7695 -0.4800 -0.4644 -1.073 1.263 0.520
Li 0.5027 -2.5708 0.2412 -0.613 0.165 -0.064

=====

Entry 7:
9
Properties=species:S:1:pos:R:3:forces:R:3 method="wB97M-V/def2-TZVPD" charge=+1 multiplicity=3 e_homo_ev="-9.5 / -9.5" lumo_ha="-0.1305 / -0.2267"
C -2.8601 -0.2298 -0.0127 -0.809 -3.568 -1.425
O -1.1931 1.4385 0.2179 -3.040 -1.282 -0.426
C -2.4343 1.0363 0.0822 2.302 3.386 1.133
C -3.3152 -1.4030 -0.4015 0.305 1.093 0.760
Tm 3.9034 -0.2547 -0.0737 -0.207 0.046 0.013
H -3.2257 1.8068 0.1551 0.453 -0.189 -0.232
H -3.7966 -2.1000 0.2964 0.279 0.288 -0.126
H -3.2571 -1.7410 -1.4443 0.038 0.337 0.295
Li 0.3720 0.6345 0.1421 0.679 -0.111 0.008

=====

Entry 8:
11
Properties=species:S:1:pos:R:3:forces:R:3 method="wB97M-V/def2-TZVPD" multiplicity=2 e_homo_ev="-8.9 / -9.5" lumo_ha="-0.0176 / -0.0592"
C 2.3206 0.3997 -2.5023 1.175 0.016 0.514
C 2.4065 1.7393 -2.0258 0.168 -0.192 -0.055
O 1.9220 2.0128 -0.8770 -0.142 -0.086 0.207
O 1.9541 -0.5053 -1.6743 -0.654 0.099 -0.169
H 2.7994 0.1182 -3.4496 -0.409 0.026 0.138
H 3.0053 2.4865 -2.5644 -0.473 -0.070 0.025
Mg 1.0656 0.3688 -0.0969 -0.628 -0.080 -0.321
O -0.5463 -0.1386 0.7702 1.765 0.956 -0.360
O -2.4561 -1.0303 1.4877 0.745 0.427 -1.088
C -1.6481 -0.7771 0.6050 -1.502 -1.498 0.540
H -1.8010 -1.1930 -0.4370 -0.044 0.403 0.567

=====

Entry 9:
8
Properties=species:S:1:pos:R:3:forces:R:3 method="wB97M-V/def2-TZVPD" charge=+1 e_homo_ev="-17.4 / -16.0" lumo_ha="-0.2923 / -0.3256"
C -2.1553 -0.2398 -0.2070 2.914 1.404 -0.061
C 1.5883 -0.5313 0.3181 3.704 0.035 -2.660
C -0.0933 1.1646 -0.1726 0.170 -1.466 0.224
N -3.1736 -0.7382 -0.2496 -2.857 -1.407 -0.075
N 0.7084 0.3355 0.0568 -2.127 2.276 -0.200
H 1.5225 -1.2582 1.0367 -0.614 -1.407 2.049
H 2.5170 -0.5277 -0.3348 -1.275 -0.018 0.714
H -0.9141 1.7952 -0.4476 0.086 0.583 0.010

=====

Entry 10:
8
Properties=species:S:1:pos:R:3:forces:R:3 method="wB97M-V/def2-TZVPD" charge=+1 multiplicity=3 e_homo_ev="-14.4 / -17.3" lumo_ha="-0.2944 / -0.2939"
C 3.5295 1.3377 0.4006 -0.331 -0.184 0.319
C 0.5969 0.0188 0.3586 0.125 1.874 0.989
C 3.4769 0.0931 0.0996 0.366 -0.025 -0.197
N 3.4132 -1.0441 -0.2114 -0.579 -1.272 -0.192
N 0.4729 -1.0171 -0.2451 -3.077 -3.863 -1.736
H 3.8583 2.3171 0.3945 0.417 1.526 0.083
H 1.1797 -1.7043 -0.4971 1.571 0.055 -0.039
H -0.4754 -1.5540 -0.4960 1.508 1.888 0.774

=====

Entry 11:
9
Properties=species:S:1:pos:R:3:forces:R:3 method="wB97M-V/def2-TZVPD" charge=+1 e_homo_ev="-14.9 / -14.9" lumo_ha="-0.2549 / -0.2549"
C -3.8556 0.1299 -0.0513 6.032 2.400 1.086
C -1.4009 1.3763 0.3079 -6.494 -2.073 0.577
C 0.4332 -0.2291 0.1906 -2.302 0.105 -1.314
N -2.6689 0.5504 0.0997 2.529 1.077 -0.178
N -0.2604 0.7767 -0.2732 -0.051 -0.487 0.354
O -4.8605 -0.3605 -0.1530 -2.299 -0.814 -0.352
H 1.2218 -0.7439 -0.3345 0.814 0.879 -0.028
H -0.0850 -0.8053 0.9612 0.287 0.358 0.137
H -0.0984 1.5987 -0.9163 1.486 -1.446 -0.283

=====

Entry 12:
9
Properties=species:S:1:pos:R:3:forces:R:3 method="wB97M-V/def2-TZVPD" charge=+1 smiles="N#CCC=[N+]=O" e_homo_ev=-17.0 lumo_ha=-0.3005
C -0.7573 -0.4910 -0.0900 -1.404 0.785 0.016
C -0.1900 0.9435 0.0338 -4.420 -0.498 0.717
C 0.3895 -1.4075 0.0046 -1.747 -0.295 -0.318
N 0.9740 1.1822 0.0341 3.254 0.153 -0.494
N 1.1839 -2.2289 -0.0034 0.640 -0.087 0.115
O 2.0904 1.2885 -0.0581 1.136 0.375 0.081
H -1.5259 -0.5161 0.8067 1.593 -0.495 -1.805
H -0.8243 1.7526 0.3826 -0.224 0.285 -0.254
H -1.3403 -0.5233 -1.1102 1.171 -0.222 1.942

=====

| no. | electronic energy (eV) | molar mass (g/mol) |
| --- | --- | --- |
| 1 | -29505.528 | 435.8 |
| 2 | -16285.046 | 210.0 |
| 3 | -43124.408 | 269.0 |
| 4 | -10158.406 | 179.5 |
| 5 | -32237.116 | 155.0 |
| 6 | -33981.642 | 268.9 |
| 7 | -34929.962 | 230.9 |
| 8 | -16795.914 | 127.4 |
| 9 | -6124.558 | 67.1 |
| 10 | -6124.288 | 67.1 |
| 11 | -8174.381 | 83.1 |
| 12 | -8174.397 | 83.1 |